[1]
Below is an isolated molecule of C3H3NOS in a non-equilibrium geometry, with properties calculated with ωB97M-V with the def2-TZVPD basis set.

Each line ends with the natural charge from an NBO analysis.
Positions of all 9 atoms, in Å:
C 1.019 -1.273 0.081  0.033
C 1.459 -0.077 0.043  -0.435
C -1.217 1.112 -0.085  -0.232
N -1.821 0.009 -0.055  0.007
O -1.430 -1.159 0.100  -0.369
S 0.516 1.477 0.073  0.275
H 0.755 -2.291 0.069  0.256
H 2.507 0.194 0.015  0.252
H -1.789 2.008 -0.241  0.213

Gap between HOMO and LUMO (alpha / beta), eV: 6.5 / 6.5
Relative energy (zero: lowest compared OMol25 entry of this formula, charge and spin), kcal/mol: 141.6

[2]
Below is a cluster of 10 separate species, C4H28N2O9 in total in a non-equilibrium geometry, with properties calculated with ωB97M-V with the def2-TZVPD basis set.

Each line ends with the natural charge from an NBO analysis.
Positions of all 43 atoms, in Å:
C -2.515 -3.437 -0.511  -0.041
N -1.789 -2.955 0.382  -0.429
C -0.338 -3.381 0.684  -0.246
C -0.298 -3.594 2.228  -0.413
C -0.600 -2.246 2.961  -0.214
N 0.368 -1.200 2.708  -0.850
H -3.446 -2.938 -0.767  0.178
H -2.133 -4.091 -1.218  0.140
H 0.045 -4.372 0.194  0.193
H 0.294 -2.488 0.408  0.186
H 0.648 -3.936 2.575  0.212
H -1.011 -4.306 2.602  0.215
H -0.373 -2.434 4.046  0.184
H -1.646 -1.831 2.881  0.184
H 0.118 -0.338 3.069  0.354
H 0.548 -1.032 1.665  0.338
O -2.882 0.191 -0.394  -0.964
H -2.397 0.260 -1.245  0.486
H -2.548 -0.523 0.018  0.468
O 2.103 -0.964 -2.179  -0.955
H 2.668 -0.379 -2.468  0.472
H 1.262 -0.899 -2.418  0.479
O -1.566 2.941 0.450  -0.986
H -2.514 3.049 0.764  0.496
H -1.380 2.177 -0.070  0.488
O -0.682 -0.541 -1.784  -1.021
H -0.289 -0.638 -0.905  0.491
H -0.510 0.391 -2.180  0.511
O 3.616 2.176 -1.645  -0.960
H 4.326 2.274 -0.890  0.478
H 2.972 2.837 -1.463  0.481
O 0.269 2.096 -2.554  -1.041
H 0.493 2.866 -1.809  0.512
H 0.492 2.393 -3.388  0.480
O 1.062 2.892 1.721  -0.987
H 0.778 1.850 1.589  0.504
H 0.521 3.017 2.564  0.481
O 1.117 4.017 -0.863  -0.970
H 0.986 3.494 -0.135  0.514
H 0.696 4.938 -0.835  0.519
O 0.884 0.354 0.243  -0.989
H 0.956 0.781 -0.627  0.508
H 1.520 -0.393 0.285  0.508

SMILES: C=NCCCN.O.O.O.O.O.O.O.O.O
Gap between HOMO and LUMO, eV: 9.1
Relative energy (zero: lowest compared OMol25 entry of this formula, charge and spin), kcal/mol: 114.5

[3]
Below is a structure of composition C22H64N10O8P3S2 in a non-equilibrium geometry, with properties calculated with ωB97M-V with the def2-TZVPD basis set.

Each line ends with the Löwdin charge.
Positions of all 109 atoms, in Å:
C -3.968 -2.963 -2.069  -0.121
C -3.521 -1.541 -2.640  -0.244
C -2.258 -1.737 -3.575  -0.173
C -1.159 -0.643 -3.198  -0.244
O -0.531 -1.116 -1.991  -0.268
S 1.093 -0.791 -1.949  0.590
O 1.321 0.604 -1.458  -0.380
O 1.665 -1.723 -0.915  -0.381
N 1.879 -1.155 -3.399  -0.350
S 2.441 0.243 -4.154  0.570
O 1.452 1.362 -4.239  -0.429
O 2.786 -0.146 -5.568  -0.447
H -3.325 -3.242 -1.200  0.077
H -5.032 -2.942 -1.730  0.037
H -3.864 -3.704 -2.904  0.071
H -4.354 -1.056 -3.208  0.097
H -3.183 -0.897 -1.781  0.102
H -1.781 -2.717 -3.290  0.113
H -2.488 -1.747 -4.666  0.110
H -0.477 -0.570 -4.079  0.101
H -1.657 0.351 -3.032  0.132
H 3.640 0.640 -3.560  0.070
O 5.663 6.539 -4.568  -0.317
P 5.851 5.702 -3.292  0.751
N 7.547 5.434 -3.524  -0.310
C 8.322 4.315 -3.015  -0.142
C 8.367 6.641 -3.432  -0.155
N 4.942 4.356 -3.898  -0.357
C 5.578 3.307 -4.680  -0.126
C 3.674 4.723 -4.538  -0.137
N 5.921 4.909 -1.696  -0.275
C 4.869 3.978 -1.262  -0.119
C 6.032 5.944 -0.642  -0.142
H 8.565 4.421 -1.949  0.076
H 9.268 4.243 -3.562  0.082
H 7.829 3.358 -3.150  0.054
H 8.581 6.904 -2.387  0.064
H 7.870 7.496 -3.895  0.067
H 9.319 6.510 -3.954  0.077
H 6.204 3.713 -5.482  0.086
H 4.834 2.647 -5.134  0.080
H 6.170 2.651 -4.039  0.057
H 3.817 5.055 -5.571  0.077
H 3.183 5.530 -3.987  0.072
H 2.987 3.874 -4.539  0.074
H 3.870 4.412 -1.351  0.091
H 5.022 3.693 -0.215  0.060
H 4.906 3.045 -1.820  0.079
H 5.109 6.523 -0.551  0.081
H 6.843 6.644 -0.868  0.064
H 6.266 5.495 0.327  0.080
O -6.056 -4.168 0.259  -0.300
P -7.069 -4.510 1.361  0.761
N -6.661 -6.190 1.446  -0.308
C -7.531 -7.268 1.884  -0.141
C -5.309 -6.458 1.939  -0.143
N -8.443 -4.285 0.324  -0.361
C -8.958 -5.376 -0.488  -0.133
C -8.388 -3.069 -0.490  -0.150
N -8.169 -4.683 2.754  -0.282
C -9.485 -4.032 2.770  -0.131
C -7.467 -4.249 3.985  -0.143
H -7.625 -7.318 2.977  0.076
H -7.127 -8.228 1.546  0.084
H -8.532 -7.207 1.467  0.051
H -5.266 -6.422 3.036  0.067
H -4.593 -5.731 1.553  0.073
H -4.963 -7.443 1.614  0.081
H -8.162 -5.889 -1.039  0.089
H -9.692 -5.014 -1.213  0.079
H -9.508 -6.093 0.124  0.055
H -7.769 -3.200 -1.383  0.075
H -7.978 -2.235 0.087  0.074
H -9.393 -2.774 -0.806  0.077
H -9.421 -2.962 2.554  0.085
H -9.957 -4.152 3.751  0.081
H -10.170 -4.499 2.065  0.073
H -7.291 -3.169 3.986  0.081
H -6.495 -4.744 4.073  0.068
H -8.037 -4.515 4.878  0.080
O 1.791 3.131 4.391  -0.328
P 1.835 1.677 3.889  0.753
N 2.730 1.068 5.244  -0.312
C 3.594 -0.100 5.251  -0.143
C 2.009 1.115 6.514  -0.157
N 2.911 2.042 2.577  -0.350
C 4.352 2.025 2.760  -0.130
C 2.542 3.232 1.810  -0.141
N 1.639 0.026 3.249  -0.271
C 1.788 -0.259 1.812  -0.121
C 0.310 -0.492 3.646  -0.143
H 3.031 -1.041 5.301  0.076
H 4.253 -0.066 6.126  0.080
H 4.252 -0.151 4.390  0.053
H 1.323 0.263 6.620  0.064
H 1.419 2.029 6.603  0.067
H 2.702 1.104 7.360  0.075
H 4.660 2.584 3.652  0.085
H 4.863 2.459 1.896  0.065
H 4.726 1.001 2.814  0.058
H 2.873 4.155 2.300  0.076
H 1.459 3.287 1.679  0.077
H 2.983 3.194 0.811  0.062
H 1.165 0.391 1.196  0.080
H 1.513 -1.294 1.594  0.077
H 2.823 -0.172 1.492  0.082
H -0.496 0.034 3.127  0.082
H 0.149 -0.370 4.723  0.062
H 0.227 -1.561 3.435  0.083

Gap between HOMO and LUMO, eV: 6.5
Charge: -1
Relative energy (zero: lowest compared OMol25 entry of this formula, charge and spin), kcal/mol: 130.2

[4]
Below is an isolated molecule of C20H18F2NO3P in a non-equilibrium geometry, with properties calculated with ωB97M-V with the def2-TZVPD basis set.

Each line ends with the natural charge from an NBO analysis.
Positions of all 45 atoms, in Å:
C -5.149 -3.238 -0.581  -0.593
C -5.154 -1.789 -0.090  -0.413
C -3.749 -1.299 0.117  -0.033
C -3.111 -1.463 1.340  -0.198
C -1.802 -1.059 1.521  -0.239
C -1.100 -0.479 0.471  0.145
N 0.202 -0.023 0.664  -0.967
P 1.271 0.169 -0.606  2.499
O 1.287 -0.778 -1.710  -1.062
O 2.714 0.387 0.092  -0.781
C 3.637 -0.619 0.032  0.291
C 4.946 -0.341 -0.337  -0.251
C 5.886 -1.356 -0.373  -0.209
C 5.533 -2.656 -0.055  -0.209
C 4.232 -2.949 0.317  -0.253
C 3.305 -1.927 0.359  0.330
F 2.038 -2.179 0.757  -0.324
O 0.976 1.638 -1.193  -0.771
C 0.631 2.797 -0.570  0.210
C 0.002 3.772 -1.340  -0.219
C -0.361 4.985 -0.788  -0.213
C -0.107 5.250 0.548  -0.209
C 0.516 4.295 1.329  -0.284
C 0.880 3.085 0.767  0.396
F 1.496 2.172 1.549  -0.332
C -1.730 -0.305 -0.755  -0.196
C -3.037 -0.718 -0.925  -0.209
H -4.662 -3.882 0.148  0.204
H -4.606 -3.315 -1.520  0.206
H -6.166 -3.593 -0.736  0.205
H -5.710 -1.729 0.848  0.205
H -5.659 -1.162 -0.827  0.205
H -3.645 -1.915 2.164  0.209
H -1.318 -1.197 2.478  0.205
H 0.604 -0.226 1.567  0.429
H 5.205 0.674 -0.594  0.229
H 6.901 -1.127 -0.661  0.219
H 6.267 -3.445 -0.095  0.219
H 3.926 -3.950 0.573  0.232
H -0.189 3.549 -2.378  0.230
H -0.846 5.726 -1.404  0.220
H -0.392 6.196 0.981  0.219
H 0.732 4.470 2.371  0.231
H -1.181 0.140 -1.570  0.215
H -3.513 -0.584 -1.885  0.210

SMILES: CCc1ccc(NP(=O)(Oc2ccccc2F)Oc2ccccc2F)cc1
Gap between HOMO and LUMO, eV: 9.0
Relative energy (zero: lowest compared OMol25 entry of this formula, charge and spin), kcal/mol: 10.8

[5]
Below is the ion C5H8NO with charge +1 in a non-equilibrium geometry, with properties calculated with ωB97M-V with the def2-TZVPD basis set.

Each line ends with the natural charge from an NBO analysis.
Positions of all 15 atoms, in Å:
C -0.912 -0.132 -1.588  -0.276
C -0.553 0.217 -0.267  0.137
C -1.520 0.281 0.941  -0.659
N 0.799 0.135 0.026  -0.340
C 1.180 0.437 1.212  0.092
C 1.776 -0.724 -0.836  0.551
O 2.028 -1.803 -0.395  -0.378
H -0.287 -0.064 -2.423  0.211
H -1.912 -0.150 -1.814  0.225
H -2.429 -0.505 0.762  0.284
H -1.892 1.277 1.118  0.256
H -0.956 0.085 1.823  0.215
H 0.528 1.110 1.795  0.240
H 2.200 0.217 1.492  0.240
H 1.951 -0.380 -1.845  0.201

SMILES: C=C(C)[N+](=C)C=O
Gap between HOMO and LUMO, eV: 8.8
Charge: +1
Relative energy (zero: lowest compared OMol25 entry of this formula, charge and spin), kcal/mol: 58.8

[6]
Below is an isolated molecule of C5H6ClN in a non-equilibrium geometry, with properties calculated with ωB97M-V with the def2-TZVPD basis set.

Each line ends with the natural charge from an NBO analysis.
Positions of all 13 atoms, in Å:
Cl 1.545 0.748 -1.533  -0.188
C 1.164 0.926 0.366  -0.313
C -0.048 0.086 0.347  0.054
C -0.051 -1.061 1.254  -0.262
C -1.379 -1.611 1.221  -0.307
C -2.065 -0.675 0.426  -0.038
N -1.341 0.311 -0.056  -0.510
H 1.930 0.263 0.857  0.236
H 1.351 2.016 0.544  0.240
H 0.871 -1.082 1.959  0.224
H -1.819 -2.468 1.503  0.218
H -3.072 -0.907 0.184  0.204
H -1.862 1.302 -0.282  0.442

SMILES: ClCc1ccc[nH]1
Gap between HOMO and LUMO, eV: 8.8
Relative energy (zero: lowest compared OMol25 entry of this formula, charge and spin), kcal/mol: 47.7

[7]
Below is a structure of composition C22H23BrF3N5O2S4V in a non-equilibrium geometry, with properties calculated with ωB97M-V with the def2-TZVPD basis set.

Each line ends with the Löwdin spin population.
Positions of all 61 atoms, in Å:
V -0.510 -0.495 -0.191  1.048
C -1.232 0.844 3.860  0.000
C -1.438 2.339 3.760  0.000
S -0.339 3.141 2.563  -0.001
C 1.257 3.262 3.448  0.000
C 2.397 2.477 2.801  0.000
S 2.216 0.681 3.070  0.000
C 2.849 -0.018 1.510  0.000
C 2.570 -1.508 1.403  -0.002
S 0.827 -2.042 1.182  -0.009
C 0.166 -2.052 2.892  0.004
C -1.317 -1.732 2.926  0.000
S -1.712 -0.055 2.335  0.007
H -1.886 0.438 4.635  0.000
H -0.196 0.606 4.087  0.000
H -1.285 2.798 4.736  0.000
H -2.448 2.579 3.425  0.000
H 1.104 2.962 4.485  0.000
H 1.518 4.319 3.435  0.000
H 3.341 2.776 3.255  0.000
H 2.437 2.668 1.730  0.000
H 3.928 0.135 1.476  0.000
H 2.391 0.527 0.691  0.000
H 2.924 -2.049 2.281  -0.001
H 3.080 -1.911 0.527  0.000
H 0.751 -1.343 3.469  0.000
H 0.335 -3.061 3.271  -0.001
H -1.688 -1.819 3.946  0.000
H -1.882 -2.425 2.305  0.000
Br -3.050 -0.880 -3.115  0.001
C -2.436 0.831 -2.609  0.002
C -2.912 1.920 -3.332  -0.001
C -2.396 3.174 -3.066  0.004
C -1.388 3.302 -2.119  -0.001
C -0.993 2.169 -1.447  0.002
N -1.527 0.944 -1.642  -0.003
C 0.177 2.165 -0.512  0.000
O 0.951 3.060 -0.391  -0.002
O 0.274 0.961 0.055  -0.021
H -3.661 1.761 -4.093  0.000
H -2.754 4.035 -3.614  0.000
H -0.909 4.248 -1.908  0.000
N -1.858 -1.582 -0.197  -0.027
C -2.964 -2.099 -0.104  -0.004
N -4.061 -2.538 -0.021  -0.013
C -4.980 -3.455 0.145  0.000
N -5.802 -4.245 0.312  -0.010
F 2.168 -3.668 -5.701  0.000
C 2.523 -2.442 -5.329  0.001
F 3.839 -2.422 -5.095  0.001
F 2.258 -1.589 -6.324  0.001
C 1.784 -2.008 -4.079  0.013
C 0.938 -2.858 -3.390  -0.002
C 0.307 -2.388 -2.256  0.011
N 0.486 -1.140 -1.786  -0.005
C 1.325 -0.326 -2.459  0.010
C 1.982 -0.717 -3.604  -0.002
H 0.768 -3.871 -3.728  0.000
H -0.366 -3.029 -1.705  0.001
H 1.487 0.669 -2.074  0.000
H 2.637 -0.028 -4.120  0.000

Gap between HOMO and LUMO (alpha / beta), eV: 5.5 / 6.1
Charge: +2
Relative energy (zero: lowest compared OMol25 entry of this formula, charge and spin), kcal/mol: 17.1
Spin multiplicity: 2

[8]
Below is a structure of composition C6H9N, with properties calculated with ωB97M-V with the def2-TZVPD basis set.

Each line ends with the natural charge from an NBO analysis.
Positions of all 16 atoms, in Å:
C 1.959 0.434 0.038  -0.419
N 0.873 -0.327 -0.545  -0.416
C 0.127 -1.052 0.445  -0.065
C -1.139 -0.259 0.843  -0.261
C -1.137 1.010 0.004  -0.413
C -0.442 0.141 -1.080  -0.034
C -1.091 -1.121 -0.398  -0.244
H 2.647 0.829 -0.716  0.201
H 2.484 -0.334 0.645  0.199
H 1.670 1.227 0.742  0.169
H 0.694 -1.712 1.108  0.216
H -1.686 -0.468 1.757  0.224
H -0.630 1.918 0.355  0.193
H -2.161 1.259 -0.303  0.211
H -0.497 0.415 -2.137  0.206
H -1.671 -1.960 -0.757  0.233

Gap between HOMO and LUMO, eV: 9.5
Relative energy (zero: lowest compared OMol25 entry of this formula, charge and spin), kcal/mol: 80.7